# 1
{
  "formula": "C56H115N5O24P6",
  "method": "the ωB97M-V functional and the def2-TZVPD basis",
  "symbols": ["C", "C", "O", "P", "O", "O", "C", "C", "O", "C", "C", "H", "H", "H", "H", "H", "H", "H", "H", "H", "H", "H", "H", "H", "H", "H", "C", "C", "O", "P", "O", "O", "C", "C", "O", "C", "C", "H", "H", "H", "H", "H", "H", "H", "H", "H", "H", "H", "H", "H", "H", "H", "C", "C", "O", "P", "O", "O", "C", "C", "O", "C", "C", "H", "H", "H", "H", "H", "H", "H", "H", "H", "H", "H", "H", "H", "H", "H", "C", "C", "O", "P", "O", "O", "C", "C", "O", "C", "C", "H", "H", "H", "H", "H", "H", "H", "H", "H", "H", "H", "H", "H", "H", "H", "C", "C", "O", "P", "O", "O", "C", "C", "O", "C", "C", "H", "H", "H", "H", "H", "H", "H", "H", "H", "H", "H", "H", "H", "H", "H", "C", "C", "O", "P", "O", "O", "C", "C", "O", "C", "C", "H", "H", "H", "H", "H", "H", "H", "H", "H", "H", "H", "H", "H", "H", "H", "C", "C", "C", "N", "C", "H", "H", "H", "H", "H", "C", "C", "C", "N", "C", "H", "H", "H", "H", "H", "C", "C", "C", "N", "C", "H", "H", "H", "H", "H", "C", "C", "C", "N", "C", "H", "H", "H", "H", "H", "C", "C", "C", "N", "C", "H", "H", "H", "H", "H"],
  "coordinates": [[2.73, -6.18, -6.32], [3.55, -6.35, -5.11], [2.99, -7.30, -4.23], [3.01, -8.90, -4.67], [4.07, -9.42, -5.59], [2.99, -9.69, -3.18], [4.24, -10.08, -2.62], [4.51, -11.57, -2.80], [1.43, -9.16, -5.17], [0.31, -8.99, -4.29], [-0.71, -10.20, -4.35], [1.88, -5.55, -6.06], [3.22, -5.63, -7.12], [2.26, -7.08, -6.72], [4.59, -6.64, -5.26], [3.57, -5.38, -4.61], [5.08, -9.52, -3.04], [4.21, -9.77, -1.57], [4.59, -11.90, -3.84], [5.30, -11.97, -2.16], [3.65, -12.11, -2.41], [0.63, -8.68, -3.30], [-0.36, -8.18, -4.56], [-0.40, -10.99, -3.65], [-1.74, -9.85, -4.24], [-0.73, -10.69, -5.32], [-2.72, -1.94, 4.58], [-3.97, -2.48, 5.39], [-4.17, -1.91, 6.66], [-5.62, -1.66, 7.44], [-6.75, -1.21, 6.58], [-5.85, -3.09, 8.16], [-6.02, -4.29, 7.39], [-7.22, -5.01, 7.86], [-5.28, -0.69, 8.68], [-6.32, -0.34, 9.56], [-5.99, -0.99, 10.98], [-2.76, -2.61, 3.72], [-2.88, -0.94, 4.16], [-1.92, -2.13, 5.29], [-4.79, -2.23, 4.71], [-3.92, -3.57, 5.35], [-6.00, -4.16, 6.31], [-5.15, -4.92, 7.60], [-7.66, -5.86, 7.32], [-7.09, -5.42, 8.86], [-8.10, -4.37, 7.91], [-6.16, 0.74, 9.66], [-7.26, -0.61, 9.07], [-6.65, -0.67, 11.79], [-5.95, -2.08, 11.04], [-5.01, -0.64, 11.29], [-1.47, 6.12, -0.91], [-1.66, 7.36, 0.04], [-2.35, 8.34, -0.72], [-2.91, 9.79, -0.10], [-2.70, 10.91, -1.05], [-4.53, 9.62, 0.13], [-5.17, 8.59, 0.89], [-5.36, 7.29, 0.03], [-2.29, 9.79, 1.36], [-2.38, 10.94, 2.18], [-3.83, 11.42, 2.50], [-0.55, 6.13, -1.50], [-1.54, 5.22, -0.31], [-2.31, 6.16, -1.60], [-2.30, 7.20, 0.91], [-0.69, 7.76, 0.35], [-4.62, 8.41, 1.81], [-6.11, 8.96, 1.30], [-5.82, 6.54, 0.67], [-6.10, 7.45, -0.74], [-4.44, 6.78, -0.26], [-1.93, 10.70, 3.14], [-1.85, 11.78, 1.72], [-4.35, 11.80, 1.62], [-4.26, 10.50, 2.89], [-3.96, 12.29, 3.15], [-2.61, -9.57, 3.55], [-3.79, -9.62, 2.55], [-3.35, -9.00, 1.29], [-3.13, -7.33, 1.23], [-4.07, -6.53, 2.11], [-1.54, -7.12, 1.60], [-0.54, -7.84, 0.93], [0.16, -6.83, 0.06], [-3.19, -7.00, -0.39], [-4.46, -7.27, -1.04], [-5.49, -6.12, -0.89], [-2.26, -8.54, 3.68], [-2.75, -10.16, 4.45], [-1.86, -10.12, 2.98], [-4.19, -10.61, 2.33], [-4.60, -9.02, 2.95], [0.11, -8.10, 1.77], [-0.92, -8.65, 0.32], [-0.40, -6.52, -0.82], [0.49, -6.00, 0.68], [1.10, -7.31, -0.20], [-4.14, -7.39, -2.07], [-4.90, -8.24, -0.85], [-4.88, -5.22, -0.95], [-6.06, -6.13, -1.82], [-6.16, -6.16, -0.03], [2.92, 9.89, -2.48], [4.10, 8.95, -2.62], [3.72, 7.61, -2.60], [4.35, 6.56, -3.66], [3.69, 5.24, -3.77], [4.42, 7.51, -5.01], [4.97, 7.04, -6.26], [3.85, 6.96, -7.26], [5.92, 6.51, -3.07], [6.74, 5.44, -3.22], [8.16, 5.77, -3.24], [2.48, 9.87, -1.48], [3.20, 10.91, -2.75], [2.17, 9.61, -3.22], [4.69, 9.27, -3.48], [4.86, 9.08, -1.84], [5.71, 7.78, -6.57], [5.54, 6.13, -6.11], [2.88, 6.89, -6.78], [3.80, 7.89, -7.83], [4.02, 6.14, -7.96], [6.57, 4.72, -2.42], [6.43, 4.89, -4.11], [8.34, 6.34, -4.15], [8.39, 6.48, -2.45], [8.84, 4.92, -3.14], [-1.69, 3.08, 9.83], [-0.65, 4.07, 9.36], [-1.02, 4.88, 8.26], [-0.77, 4.36, 6.72], [-0.58, 5.52, 5.81], [0.43, 3.26, 6.80], [0.90, 2.61, 5.71], [1.58, 3.55, 4.70], [-2.12, 3.56, 6.50], [-3.16, 4.09, 5.62], [-2.90, 3.99, 4.09], [-1.96, 2.45, 8.98], [-1.40, 2.38, 10.61], [-2.53, 3.65, 10.20], [-0.31, 4.69, 10.18], [0.32, 3.61, 9.17], [1.70, 2.02, 6.15], [0.09, 2.00, 5.32], [1.94, 2.97, 3.85], [1.03, 4.42, 4.32], [2.50, 4.01, 5.08], [-4.08, 3.53, 5.77], [-3.20, 5.17, 5.78], [-3.66, 4.51, 3.50], [-1.92, 4.43, 3.95], [-2.97, 2.92, 3.87], [-4.93, 1.50, -1.01], [-5.44, 0.63, -0.04], [-4.55, -0.49, -0.17], [-3.58, -0.34, -1.08], [-3.73, 0.96, -1.50], [-5.36, 2.45, -1.32], [-6.27, 0.73, 0.63], [-4.62, -1.41, 0.38], [-2.74, -0.90, -1.23], [-3.00, 1.33, -2.21], [7.24, -2.28, -6.05], [6.92, -2.65, -7.42], [6.26, -1.52, -7.92], [6.26, -0.54, -6.96], [6.82, -1.02, -5.81], [7.74, -2.90, -5.31], [7.22, -3.60, -7.82], [5.94, -1.20, -8.90], [6.04, 0.43, -7.13], [6.88, -0.32, -4.99], [1.28, -1.28, -1.30], [1.59, -1.73, -2.58], [2.00, -0.68, -3.36], [1.87, 0.48, -2.64], [1.44, 0.13, -1.39], [0.90, -1.84, -0.46], [1.58, -2.76, -2.89], [2.25, -0.57, -4.40], [2.03, 1.41, -3.00], [1.07, 0.91, -0.75], [0.98, 1.56, -8.41], [2.23, 2.13, -8.27], [2.80, 1.81, -9.48], [2.00, 1.16, -10.29], [0.78, 1.03, -9.70], [0.26, 1.49, -7.60], [2.62, 2.65, -7.41], [3.79, 2.05, -9.85], [2.24, 0.78, -11.20], [-0.03, 0.43, -10.08], [8.09, -2.14, -0.02], [8.21, -1.03, 0.87], [6.99, -0.34, 0.85], [6.10, -1.08, 0.10], [6.76, -2.10, -0.52], [8.95, -2.73, -0.29], [9.09, -0.57, 1.28], [6.61, 0.56, 1.30], [5.17, -0.76, -0.12], [6.15, -2.59, -1.27]],
  "relative_energy_kcal_mol": 112.1,
  "energy_ev": -172269.104,
  "smiles": "CCOP(=O)(OCC)OCC.CCOP(=O)(OCC)OCC.CCOP(=O)(OCC)OCC.CCOP(=O)(OCC)OCC.CCOP(=O)(OCC)OCC.CCOP(=O)(OCC)OCC.c1cc[nH]c1.c1cc[nH]c1.c1cc[nH]c1.c1cc[nH]c1.c1cc[nH]c1",
  "molar_mass_g_mol": 1428.39,
  "largest_force_ev_per_a": 5.2
}


# 2
{
  "formula": "C26H50I2O4SSi2",
  "method": "the ωB97M-V functional and the def2-TZVPD basis",
  "symbols": ["C", "C", "I", "C", "I", "Si", "C", "C", "C", "O", "C", "C", "C", "C", "C", "C", "C", "C", "S", "O", "O", "O", "Si", "H", "H", "H", "H", "H", "H", "H", "H", "H", "H", "H", "H", "H", "H", "H", "H", "H", "H", "H", "H", "H", "H", "C", "C", "C", "C", "C", "C", "H", "H", "H", "H", "H", "H", "H", "H", "H", "H", "H", "H", "H", "H", "C", "C", "C", "C", "C", "C", "H", "H", "H", "H", "H", "H", "H", "H", "H", "H", "H", "H", "H", "H"],
  "coordinates": [[3.05, -2.41, 2.24], [4.44, -1.77, 1.65], [5.93, -3.11, 0.76], [4.70, -0.31, 1.74], [6.64, 0.36, 0.86], [3.55, 1.02, 2.53], [1.67, 0.76, 2.23], [0.84, 0.40, 3.64], [0.24, 1.78, 4.36], [-0.17, -0.66, 3.47], [-1.33, -0.20, 2.69], [-1.89, -1.56, 1.88], [-3.40, -1.70, 1.25], [-3.84, -3.11, 0.47], [-2.82, -4.38, 0.28], [-1.31, -4.25, 0.91], [-0.86, -2.86, 1.72], [4.01, 2.71, 1.63], [3.20, 2.73, -0.06], [4.16, 3.08, -1.22], [1.95, 3.69, 0.03], [3.86, 1.32, 4.25], [4.80, 0.03, 4.97], [2.90, -2.29, 3.40], [3.10, -3.58, 2.04], [2.16, -2.02, 1.59], [1.22, 1.81, 1.89], [1.40, 0.01, 1.35], [1.63, -0.03, 4.43], [1.18, 2.30, 4.88], [-0.56, 1.47, 5.18], [-0.29, 2.46, 3.57], [-2.21, 0.24, 3.32], [-1.09, 0.57, 1.84], [-4.20, -0.83, 1.33], [-4.93, -3.21, 0.03], [-3.08, -5.39, -0.29], [-0.52, -5.14, 0.80], [0.24, -2.88, 2.16], [3.51, 3.56, 2.30], [5.15, 2.93, 1.64], [2.67, 1.44, -0.33], [5.08, 0.45, 6.37], [4.13, -1.26, 5.06], [6.13, -0.05, 4.32], [6.80, 6.84, -7.03], [6.75, 7.24, -5.56], [7.12, 6.10, -4.61], [6.19, 4.88, -4.66], [4.71, 5.18, -4.37], [4.48, 5.72, -2.97], [6.09, 6.04, -7.25], [6.55, 7.69, -7.66], [7.80, 6.49, -7.30], [5.75, 7.63, -5.32], [7.45, 8.07, -5.40], [7.16, 6.49, -3.59], [8.14, 5.76, -4.84], [6.55, 4.14, -3.94], [6.26, 4.40, -5.64], [4.14, 4.25, -4.49], [4.31, 5.88, -5.11], [4.83, 5.01, -2.21], [3.41, 5.90, -2.80], [5.00, 6.68, -2.81], [-8.20, -4.31, -2.23], [-8.25, -3.91, -0.76], [-7.88, -5.05, 0.19], [-8.81, -6.26, 0.14], [-10.29, -5.96, 0.43], [-10.52, -5.42, 1.83], [-8.91, -5.11, -2.45], [-8.45, -3.45, -2.86], [-7.20, -4.65, -2.50], [-9.25, -3.52, -0.52], [-7.55, -3.08, -0.60], [-7.84, -4.66, 1.21], [-6.86, -5.39, -0.04], [-8.45, -7.01, 0.86], [-8.74, -6.74, -0.84], [-10.86, -6.89, 0.31], [-10.69, -5.26, -0.31], [-10.17, -6.13, 2.59], [-11.59, -5.25, 2.00], [-10.00, -4.47, 1.99]],
  "energy_ev": -78742.844,
  "molar_mass_g_mol": 768.73,
  "largest_force_ev_per_a": 6.1
}


# 3
{
  "formula": "C6H5BrFN2O2",
  "method": "the ωB97M-V functional and the def2-TZVPD basis",
  "symbols": ["C", "N", "N", "C", "C", "Br", "C", "C", "F", "C", "O", "O", "H", "H", "H", "H", "H"],
  "coordinates": [[1.92, -0.39, -0.22], [0.58, -0.92, -0.11], [0.40, -2.20, -0.42], [-0.92, -2.43, -0.35], [-1.57, -1.23, 0.03], [-3.32, -0.96, 0.16], [-0.56, -0.26, 0.16], [-0.59, 1.52, 0.79], [-1.88, 1.73, 1.10], [0.00, 2.49, -0.23], [1.24, 2.33, -0.36], [-0.69, 3.38, -0.83], [1.89, 0.59, -0.47], [2.28, -0.69, 0.71], [2.35, -0.98, -1.00], [-1.29, -3.37, -0.48], [0.16, 1.39, 1.53]],
  "relative_energy_kcal_mol": 22.3,
  "energy_ev": -86137.713,
  "charge": -1,
  "smiles": "Cn1ncc(Br)c1[C@H](F)C(=O)[O-]",
  "molar_mass_g_mol": 236.02,
  "largest_force_ev_per_a": 4.9
}


Number 1: HOMO-LUMO gap 7.9 eV. Number 2: HOMO-LUMO gap 7.8 eV. Number 3: HOMO-LUMO gap 8.0 eV.